No. 1
One molecule with the formula C4H5NO2. Source: the Open Molecules 2025 dataset; level of theory: wB97M-V/def2-TZVPD.

Structure (XYZ):
```
12
Properties=species:S:1:pos:R:3
O 1.21 0.06 -2.18
C 1.42 0.21 -0.79
C 0.15 0.09 0.05
N -0.92 0.55 -0.53
O -2.01 0.21 0.26
C -1.53 -0.54 1.25
C -0.16 -0.61 1.31
H 0.54 0.70 -2.46
H 2.13 -0.58 -0.52
H 1.89 1.17 -0.57
H -2.21 -1.14 1.83
H -0.52 -0.11 2.34
```

Values from the calculation:
* relative energy (zero: lowest compared OMol25 entry of this formula, charge and spin): 4.838 eV
* E: -9809.476 eV
* orbital gap: 10.558 eV
* strongest force on any atom: 2.39 eV/Å
* LUMO level: 0.02966 Ha

Results of the natural (NBO) charge analysis, in e, for atoms 1 through 5: number 1, O, carries -0.698; number 2, C, carries -0.093; number 3, C, carries 0.138; number 4, N, carries -0.133; number 5, O, carries -0.289

***

No. 2
An isolated ion of composition C3H7N2 and charge +1. Source: the Open Molecules 2025 dataset; level of theory: wB97M-V/def2-TZVPD.

Structure (XYZ):
```
12
Properties=species:S:1:pos:R:3
C -0.23 1.07 -1.28
C -0.75 0.52 0.04
C 0.60 -0.59 1.77
N -0.07 -0.60 0.55
N 0.09 0.18 -2.22
H -0.94 1.33 0.82
H -1.81 0.17 -0.42
H 1.63 -0.11 1.54
H 0.06 0.06 2.56
H 0.97 -1.56 1.84
H 0.31 0.35 -3.18
H 0.14 -0.81 -2.02
```

Values from the calculation:
* total charge: +1
* relative energy (zero: lowest compared OMol25 entry of this formula, charge and spin): 5.225 eV
* E: -6192.286 eV
* orbital gap (spin up / spin down): 6.921 / 9.061 eV
* strongest force on any atom: 4.02 eV/Å
* LUMO level (spin up / spin down): -0.27736 / -0.21666 Ha

Results of the natural (NBO) charge analysis, in e, for atoms 1 through 5: number 1, C, carries 0.565; number 2, C, carries -0.435; number 3, C, carries -0.497; number 4, N, carries -0.171; number 5, N, carries -0.721

***

No. 3
One molecule with the formula C5H6ClNO. Source: the Open Molecules 2025 dataset; level of theory: wB97M-V/def2-TZVPD.

Structure (XYZ):
```
14
Properties=species:S:1:pos:R:3
C 1.34 1.63 0.11
C 0.57 0.57 -0.03
C 0.22 -0.43 1.08
C -0.95 -1.21 0.45
C -1.01 -0.77 -1.04
H 1.71 2.00 1.10
H 1.06 -1.15 1.22
H -0.10 0.06 1.97
H -0.88 -2.27 0.60
H -1.89 -0.89 0.94
H -0.02 0.77 -2.07
N -0.07 0.23 -1.21
O -1.74 -1.24 -1.89
Cl 1.77 2.70 -1.22
```

Values from the calculation:
* relative energy (zero: lowest compared OMol25 entry of this formula, charge and spin): 0.000 eV
* E: -21342.482 eV
* orbital gap: 9.609 eV
* strongest force on any atom: 1.86 eV/Å
* LUMO level: 0.02791 Ha

Results of the natural (NBO) charge analysis, in e, for atoms 1 through 5: number 1, C, carries -0.281; number 2, C, carries 0.155; number 3, C, carries -0.430; number 4, C, carries -0.503; number 5, C, carries 0.692

***

No. 4
C4H4BrF3NO as an isolated structure. Source: the Open Molecules 2025 dataset; level of theory: wB97M-V/def2-TZVPD.

Structure (XYZ):
```
14
Properties=species:S:1:pos:R:3
C -0.72 -0.46 -0.33
C 0.16 -0.52 0.78
C -2.02 -0.75 -0.23
C 1.80 0.76 -0.37
N 1.40 0.06 0.81
O 2.20 -0.13 1.83
F 0.91 1.60 -0.91
F 2.93 1.54 -0.18
F 2.17 -0.09 -1.39
Br -3.26 1.40 -0.11
H -0.38 -0.45 -1.29
H -0.25 -0.84 1.79
H -2.49 -1.11 -1.12
H -2.46 -1.04 0.72
```

Values from the calculation:
* total charge: -1
* 2S+1: 3
* E: -85942.952 eV
* orbital gap (spin up / spin down): 6.007 / 6.118 eV
* strongest force on any atom: 4.20 eV/Å
* LUMO level (spin up / spin down): 0.14070 / 0.06594 Ha

Results of the natural (NBO) charge analysis, in e, for atoms 1 through 5: number 1, C, carries -0.223; number 2, C, carries -0.216; number 3, C, carries -0.373; number 4, C, carries 1.061; number 5, N, carries -0.064

***

No. 5
One molecule with the formula C2H2O2S. Source: the Open Molecules 2025 dataset; level of theory: wB97M-V/def2-TZVPD.

Structure (XYZ):
```
7
Properties=species:S:1:pos:R:3
C 0.67 1.31 -0.29
C -0.93 -0.95 0.24
O 0.12 -1.10 -0.11
O -1.88 -1.10 -0.43
S 1.47 -0.03 -0.17
H -0.89 -0.18 1.14
H 1.44 2.05 -0.38
```

Values from the calculation:
* relative energy (zero: lowest compared OMol25 entry of this formula, charge and spin): 5.138 eV
* E: -17030.887 eV
* orbital gap: 8.994 eV
* strongest force on any atom: 19.91 eV/Å
* LUMO level: -0.03348 Ha

Results of the natural (NBO) charge analysis, in e, for atoms 1 through 5: number 1, C, carries -0.509; number 2, C, carries 0.665; number 3, O, carries -0.639; number 4, O, carries -0.568; number 5, S, carries 0.826

***

No. 6
C3H8BrNOS as an isolated structure. Source: the Open Molecules 2025 dataset; level of theory: wB97M-V/def2-TZVPD.

Structure (XYZ):
```
15
Properties=species:S:1:pos:R:3
C 0.08 1.22 -1.05
C 0.00 0.53 1.46
C -0.58 0.46 0.08
N 1.01 -1.58 -0.44
O -1.06 -1.94 0.86
S -0.74 -1.37 -0.44
Br -2.65 0.81 0.00
H -0.12 0.92 -2.14
H -0.19 2.29 -1.16
H 1.19 1.36 -0.92
H -0.27 -0.44 2.02
H -0.34 1.43 1.97
H 1.03 0.49 1.26
H 1.37 -1.71 -1.44
H 1.27 -2.48 -0.05
```

Values from the calculation:
* relative energy (zero: lowest compared OMol25 entry of this formula, charge and spin): 0.549 eV
* E: -87654.584 eV
* orbital gap: 9.857 eV
* strongest force on any atom: 2.80 eV/Å
* LUMO level: 0.01723 Ha

Results of the natural (NBO) charge analysis, in e, for atoms 1 through 5: number 1, C, carries -0.726; number 2, C, carries -0.713; number 3, C, carries -0.104; number 4, N, carries -1.063; number 5, O, carries -0.967

***

No. 7
C21H28F4N4O2Zr as an isolated structure. Source: the Open Molecules 2025 dataset; level of theory: wB97M-V/def2-TZVPD.

Structure (XYZ):
```
60
Properties=species:S:1:pos:R:3
Zr 0.10 0.30 0.37
C 2.14 -0.23 -2.04
N 2.16 0.24 -0.63
C 2.94 1.50 -0.53
C 2.85 -0.82 0.19
C 2.01 -2.10 0.25
N 0.58 -1.74 0.23
C -0.35 -2.75 0.03
C -1.66 -2.31 -0.13
F -1.82 -0.93 -0.12
C -2.75 -3.12 -0.37
F -3.95 -2.57 -0.51
C -2.55 -4.49 -0.44
C -1.26 -4.96 -0.28
F -1.03 -6.26 -0.34
C -0.17 -4.13 -0.05
F 1.03 -4.68 0.12
H 3.17 -0.28 -2.41
H 1.58 0.47 -2.67
H 1.68 -1.21 -2.10
H 3.98 1.31 -0.79
H 2.90 1.87 0.50
H 2.53 2.24 -1.20
H 3.05 -0.40 1.17
H 3.81 -1.03 -0.30
H 2.29 -2.64 1.16
H 2.24 -2.75 -0.59
H -3.37 -5.17 -0.62
N -1.05 -0.65 2.79
C -0.60 0.44 3.71
C 0.13 1.19 2.63
O 1.21 0.65 2.19
O -0.49 1.94 1.84
H -2.00 -0.96 3.00
H -0.44 -1.45 2.88
H 0.02 0.10 4.52
H -1.46 1.00 4.07
C -3.25 3.58 1.33
N -4.16 2.71 0.53
C -5.41 2.37 1.28
C -3.44 1.48 0.02
C -2.52 1.86 -1.11
C -3.10 2.52 -2.19
C -2.32 3.03 -3.22
C -0.95 2.89 -3.15
C -0.38 2.18 -2.09
C -1.14 1.62 -1.05
H -3.76 4.52 1.54
H -2.34 3.74 0.75
H -3.02 3.06 2.25
H -4.42 3.25 -0.30
H -5.14 1.75 2.13
H -6.08 1.83 0.62
H -5.87 3.30 1.62
H -4.21 0.75 -0.25
H -2.89 1.09 0.89
H -4.18 2.63 -2.26
H -2.78 3.54 -4.05
H -0.31 3.31 -3.91
H 0.70 2.11 -2.09
```

Values from the calculation:
* total charge: +2
* relative energy (zero: lowest compared OMol25 entry of this formula, charge and spin): 0.000 eV
* E: -44424.171 eV
* orbital gap: 7.747 eV
* strongest force on any atom: 0.35 eV/Å
* LUMO level: -0.22383 Ha

Results of the natural (NBO) charge analysis, in e, for atoms 1 through 5: number 1, Zr, carries 2.448; number 2, C, carries -0.430; number 3, N, carries -0.553; number 4, C, carries -0.425; number 5, C, carries -0.239

***

No. 8
C30H50OP4Ti as an isolated structure. Source: the Open Molecules 2025 dataset; level of theory: wB97M-V/def2-TZVPD.

Structure (XYZ):
```
86
Properties=species:S:1:pos:R:3
Ti -0.17 0.21 0.15
P -0.74 1.65 2.44
P 1.03 -1.41 1.85
P -2.41 1.19 -0.64
H -2.90 -8.35 -2.75
C -3.16 -7.77 -3.64
C -2.28 -7.58 -4.63
H -1.26 -7.99 -4.59
C -2.04 1.17 3.62
C 0.71 1.79 3.53
C -1.15 3.38 2.09
C 1.54 -2.89 0.91
C 2.61 -1.02 2.69
C 0.11 -2.20 3.23
C -2.84 0.41 -2.23
C -2.62 2.96 -1.07
C -3.93 0.83 0.33
H -4.19 -7.39 -3.71
H -2.55 -7.03 -5.54
H -1.99 1.89 4.44
H -1.86 0.15 3.99
H -3.02 1.21 3.13
H 0.44 2.57 4.26
H 1.60 2.12 2.98
H 0.92 0.86 4.07
H -2.06 3.64 2.65
H -1.30 3.59 1.03
H -0.33 4.02 2.45
H 2.25 -3.48 1.51
H 2.04 -2.58 -0.02
H 0.68 -3.51 0.65
H 2.69 -1.61 3.61
H 2.65 0.05 2.94
H 3.45 -1.26 2.03
H 0.70 -3.05 3.61
H -0.86 -2.58 2.88
H -0.06 -1.50 4.05
H -3.55 1.05 -2.77
H -3.30 -0.58 -2.07
H -1.93 0.29 -2.84
H -3.24 3.02 -1.98
H -1.64 3.41 -1.29
H -3.12 3.50 -0.26
H -4.79 0.89 -0.35
H -4.06 1.57 1.13
H -3.88 -0.17 0.76
C -1.14 -2.38 -1.25
C -2.00 -3.01 -0.33
C -2.75 -4.10 -0.75
C -2.62 -4.59 -2.05
C -1.72 -3.99 -2.93
C -0.95 -2.90 -2.54
O -0.53 -1.24 -0.89
H -1.13 0.19 1.61
H -2.09 -2.59 0.68
H -3.43 -4.55 -0.02
H -3.19 -5.46 -2.38
H -1.61 -4.39 -3.94
H -0.22 -2.40 -3.18
C 1.90 1.83 -2.66
P 1.58 1.77 -0.87
C 3.17 0.98 -0.36
C 3.41 -0.29 -0.89
C 4.60 -0.97 -0.62
C 5.55 -0.40 0.23
C 5.29 0.83 0.83
C 4.11 1.53 0.52
C 1.48 3.58 -0.50
C 1.93 4.15 0.70
C 1.78 5.51 0.95
C 1.13 6.33 0.02
C 0.61 5.76 -1.14
C 0.77 4.40 -1.40
H 2.14 0.83 -3.03
H 2.77 2.50 -2.81
H 1.04 2.21 -3.22
H 2.66 -0.75 -1.55
H 4.78 -1.94 -1.09
H 6.49 -0.92 0.41
H 6.01 1.26 1.52
H 3.93 2.51 0.95
H 2.41 3.51 1.45
H 2.18 5.94 1.88
H 1.03 7.40 0.20
H 0.08 6.38 -1.87
H 0.37 3.97 -2.31
```

Values from the calculation:
* total charge: +3
* relative energy (zero: lowest compared OMol25 entry of this formula, charge and spin): 0.000 eV
* 2S+1: 2
* E: -94213.583 eV
* orbital gap (spin up / spin down): 4.777 / 3.561 eV
* strongest force on any atom: 3.15 eV/Å
* LUMO level (spin up / spin down): -0.37259 / -0.41727 Ha

Results of the Löwdin charge analysis, in e, for atoms 1 through 5: number 1, Ti, carries 0.458; number 2, P, carries 0.806; number 3, P, carries 0.816; number 4, P, carries 0.801; number 5, H, carries 0.056

***

Among the records above, which one has the lowest strongest force on any atom?
C21H28F4N4O2Zr